121
Properties=species:S:1:pos:R:3:forces:R:3:mulliken_charge:R:1 method="wB97M-V/def2-TZVPD" lumo_energy_ev=-5.83 gap_ev=9.01 charge=+3
Cl -0.58301 -0.92392 0.07665 -0.005 0.119 -0.252 -0.874
O -6.29370 3.78607 -1.88666 0.586 -2.365 -1.182 -0.363
O 2.82952 -5.72523 -0.20705 1.104 -0.572 0.126 -0.374
O 0.62235 1.83661 3.96904 2.100 -0.519 -1.548 -0.324
O -1.32101 1.48822 -5.56878 0.549 -0.025 0.726 -0.182
N -4.73802 1.19405 -0.90432 0.209 -0.722 1.039 0.133
N 0.60143 -4.67555 1.70551 -1.069 1.088 0.565 0.166
N 1.21138 0.95906 -3.98893 -1.576 0.581 -0.641 0.874
N 3.78825 2.12307 4.81157 0.322 0.162 0.161 0.164
C 0.87126 0.60441 -5.43095 0.958 1.342 0.514 -0.783
C -2.45279 2.25374 -0.46667 -0.436 2.369 0.717 -0.700
C 1.53793 -1.40412 -3.23619 2.133 -1.475 -0.854 -1.244
C 5.58079 1.43864 3.07535 -1.427 -0.165 0.193 -1.322
C 1.47212 -4.06004 0.64987 0.243 0.556 1.555 -0.244
C -2.29183 2.29341 -6.15465 -0.043 0.210 -1.747 -0.700
C 1.69468 2.36685 -3.81777 1.107 -0.159 -0.739 -0.729
C 0.80617 -6.12334 1.90639 -0.522 -0.952 -0.097 -0.911
C -4.58377 -1.09257 -2.11857 -1.480 -0.167 2.360 -1.370
C -6.11648 1.01703 -0.28650 2.878 -0.805 3.116 -0.937
C -0.05199 1.54024 -6.11131 0.370 0.428 -2.852 -0.893
C 3.08740 2.65427 -4.28830 1.149 0.360 -1.303 -1.293
C 1.83404 -4.83521 -0.52769 1.116 1.039 -2.412 -0.558
C -0.55282 1.62365 3.22590 -1.789 -0.478 0.801 -0.666
C 0.85992 -3.87128 3.01932 -0.111 -1.653 -2.040 -1.088
C -5.02407 3.33719 -2.35385 -1.021 -0.204 -1.460 -0.898
C -4.07806 -0.21368 -0.93577 -1.099 -0.639 -1.369 0.178
C 4.72870 1.03898 4.31000 0.498 -0.162 -0.757 -0.281
C 2.88680 2.66740 3.64489 1.282 -0.728 0.596 -1.060
C 2.93618 1.51597 5.97752 -0.534 -0.312 -1.104 -0.332
C 3.68169 1.15440 7.26339 -1.129 2.186 0.055 -1.297
C 1.79414 1.73899 3.10437 -0.403 2.339 -0.969 -0.177
C -4.86194 1.79883 -2.28778 0.257 -0.219 -0.216 -0.480
C 4.66879 3.28780 5.30701 -0.589 0.435 0.229 -0.998
C -3.83669 2.02563 0.09696 -0.536 -0.422 -1.763 -0.516
C -1.86133 -4.85568 2.31814 1.135 -0.017 0.468 -1.284
C 0.42694 -2.47915 2.88492 -0.625 0.859 0.087 -0.516
C 3.26682 -6.75641 -1.11803 -0.848 -0.066 0.568 -0.834
C -0.86434 -4.54714 1.20931 0.542 -0.125 0.225 -0.311
C 2.13176 -0.06543 -3.52469 2.507 -0.892 -0.808 -0.524
C -6.35429 5.11649 -1.51828 0.604 1.401 -0.084 -0.658
C -0.08384 0.86037 -3.20610 0.977 0.324 1.359 -1.727
H -4.23648 3.85513 -1.82669 0.378 0.161 0.215 0.470
H -2.53122 2.00250 -7.20066 0.046 -0.234 0.580 0.323
H 6.14411 0.56693 2.84334 0.673 -0.677 -0.244 0.458
H 0.83903 -1.40826 -2.46450 -0.942 0.032 1.664 0.297
H -4.18272 -0.69342 -2.98450 0.622 0.494 -1.970 0.363
H -0.61948 0.63173 2.76295 0.269 0.006 0.076 0.175
H -3.03644 -0.10781 -1.13807 0.791 0.383 0.523 -0.212
H -1.77659 -5.77142 2.93075 0.232 0.395 -0.568 0.272
H -1.36687 1.70297 3.98423 0.442 -0.047 -0.679 0.350
H 1.83054 -6.37001 2.18358 -0.102 0.218 0.040 0.371
H -2.47228 2.80428 -1.39999 -0.025 -0.014 -0.264 0.182
H -4.25705 -0.68397 0.03243 0.110 0.286 -0.063 0.530
H 2.14291 2.21721 6.20654 0.095 0.523 -0.081 0.473
H 2.96101 0.65457 7.90077 -0.374 0.299 0.263 0.439
H 2.36915 -3.71327 1.14732 0.456 -0.325 0.137 0.476
H 2.37021 -7.29835 -1.37824 -0.232 -0.375 -0.594 0.369
H 1.89087 -4.06661 3.21590 0.879 0.282 0.098 0.503
H -5.57081 5.21314 -0.76193 -0.283 0.833 0.401 0.312
H 3.25373 2.33113 -5.33628 -0.217 0.550 0.338 0.317
H -0.08450 1.13910 -7.17806 0.019 0.453 0.901 0.476
H 2.44871 -2.02193 -2.96840 -1.195 0.423 -0.030 0.279
H 1.76985 0.50598 -6.01782 0.583 0.352 0.023 0.579
H 6.25428 2.25497 3.20034 0.510 0.545 0.398 0.353
H 3.84939 2.12381 -3.75370 0.282 -0.461 0.645 0.350
H 4.01570 4.02916 5.83536 0.460 -0.594 -0.719 0.379
H 1.02240 3.02030 -4.30790 -0.917 0.394 -0.550 0.518
H 0.59171 -2.00853 3.84780 -0.198 0.255 0.227 0.477
H -6.69702 1.89896 -0.27656 -0.448 0.889 -0.183 0.354
H -0.71799 1.67390 -3.46037 -0.315 0.569 -0.450 0.794
H 0.51030 -0.36754 -5.35494 -1.095 -1.589 -0.060 0.484
H -3.94765 1.48786 -2.84437 -0.522 0.520 0.377 0.285
H 1.01840 -1.94423 2.15452 -0.162 0.253 -0.219 0.202
H -0.58800 -0.06703 -3.42085 0.011 -0.213 0.088 0.406
H -1.82608 -3.98657 2.97402 -0.335 -0.223 0.270 0.377
H -1.93496 2.93052 0.23856 -0.291 -0.131 -0.179 0.372
H 0.59931 -6.50927 0.89977 0.221 -0.586 0.553 0.441
H 2.99412 -0.18352 -4.25755 -1.304 0.294 0.429 0.452
H 4.03732 2.11150 7.78149 -0.278 -1.643 -0.598 0.314
H 0.97217 -5.22818 -1.06446 -0.141 -0.498 -0.113 0.389
H 3.39232 3.73239 -4.17359 -0.767 -0.987 -0.282 0.384
H 0.33596 -4.39937 3.74946 -1.078 -0.793 1.303 0.511
H 1.55956 2.19918 2.07071 0.022 -0.448 1.464 0.336
H -2.05577 3.35068 -6.23271 0.434 0.279 0.401 0.374
H 5.26662 3.78371 4.49005 -0.974 -0.726 0.717 0.361
H -4.33134 -2.15660 -2.04777 0.353 0.408 0.316 0.385
H 3.63960 2.97379 2.89471 -0.684 -0.370 0.173 0.585
H 4.15672 0.14563 4.00530 -0.164 0.526 0.350 0.360
H 5.38796 0.71205 5.14093 -0.495 0.488 -0.404 0.407
H -0.86201 -5.18471 0.30433 -0.424 0.184 0.633 0.603
H 2.28623 -4.03917 -1.20587 -0.686 -0.697 0.288 0.101
H -0.65470 -2.43064 2.61109 1.058 0.362 0.277 0.180
H -5.67966 -1.07890 -2.16041 0.161 0.025 -0.224 0.325
H -3.11448 2.15163 -5.51465 -1.416 0.080 0.407 0.098
H 1.08776 -1.92327 -4.06869 -0.053 0.017 -0.518 0.311
H 0.99837 -3.15394 0.36526 -0.817 0.772 -0.437 0.138
H -1.81137 1.43576 -0.53117 0.721 -1.790 -0.119 -0.026
H 5.35524 2.89826 6.06083 -0.028 -0.080 -0.249 0.423
H -4.92303 3.58343 -3.46213 -0.003 -0.165 1.181 0.386
H 2.36297 0.68692 5.47565 0.912 0.447 0.641 0.233
H -1.08529 -3.51194 0.89333 0.625 -0.360 -0.032 0.171
H 0.39685 2.57775 -6.25383 -0.701 -0.931 0.505 0.386
H -5.83135 0.64590 0.76092 -0.702 1.178 -0.960 0.418
H -6.18581 5.90512 -2.31133 -0.021 -1.118 0.364 0.268
H 0.05897 -6.56367 2.64173 1.109 0.807 -0.947 0.338
H 1.65880 2.61130 -2.80345 -0.347 0.020 1.833 0.458
H -6.60147 0.14419 -0.58847 -0.874 -1.002 -1.605 0.373
H 4.97638 1.65611 2.18157 0.070 -0.180 0.362 0.331
H -0.75690 2.35113 2.43032 0.454 0.229 0.175 0.309
H 4.40200 0.41033 7.14501 1.695 -0.814 -0.318 0.389
H -2.80143 -4.87534 1.85673 -1.558 -0.031 -0.523 0.455
H 2.67164 0.23034 -2.65228 -0.120 0.786 0.907 0.516
H -7.36078 5.25168 -1.15323 -0.061 0.289 0.454 0.262
H 2.19000 0.77339 2.79870 -0.400 -0.673 0.701 0.188
H 2.46352 3.57629 4.01831 -0.476 0.417 0.372 0.423
H 3.80230 -7.37986 -0.43150 0.644 -0.540 -0.076 0.305
H -3.77448 1.47314 1.02047 -0.291 -0.325 0.194 0.643
H -5.70036 1.24888 -2.76709 0.398 0.662 0.277 0.491
H -4.38666 2.94859 0.24338 0.012 0.138 0.158 0.371
H 3.88039 -6.55650 -2.02468 -0.472 0.735 0.754 0.281
H 0.17855 0.97796 -2.13710 -0.144 -0.577 -0.458 0.337